The following is a DFT calculation (ωB97M-V with the def2-TZVPD basis set) of a 2-piece molecular cluster, C6H12 overall in a non-equilibrium geometry.

The value obtained for the HOMO-LUMO gap is 9.012 eV. As for the maximum force: 3.97 eV/Å. The calculation puts the electronic energy at -6412.2542 eV. Its energy above the lowest of the compared OMol25 structures with the same formula, charge and spin is 108.1 kcal per mole.

Element x y z (Å)
1 C 0.84 -1.19 2.19
2 C -0.01 -0.24 1.85
3 C -1.59 -0.19 -0.72
4 C 0.83 -0.59 -1.11
5 C 0.12 1.76 -0.61
6 C -0.14 0.28 -0.47
7 H 0.89 -1.40 3.29
8 H 1.21 -1.95 1.51
9 H -0.19 0.58 2.59
10 H -1.88 -0.84 0.05
11 H -2.34 0.60 -0.70
12 H -1.68 -0.73 -1.75
13 H 0.93 -0.48 -2.17
14 H 0.49 -1.72 -0.99
15 H 1.84 -0.50 -0.69
16 H -0.73 2.50 -0.43
17 H 1.04 2.09 -0.19
18 H 0.36 2.03 -1.65

Here are the Löwdin charges for atoms 1 to 2, given in e:
1 C -0.12
2 C -0.03

The following is a DFT calculation (ωB97M-V with the def2-TZVPD basis set) of a 2-piece molecular cluster, C4H12NO2P overall in a non-equilibrium geometry.

The value obtained for the HOMO-LUMO gap is 9.519 eV. As for the maximum force: 6.36 eV/Å. The calculation puts the electronic energy at -19215.5486 eV. Its structure (SMILES) is [H]/N=C(/C)CC.OPO. Its energy above the lowest of the compared OMol25 structures with the same formula, charge and spin is 51.0 kcal per mole.

Element x y z (Å)
1 C -2.18 0.03 1.44
2 C -0.26 -1.05 -1.10
3 C -1.99 0.41 -0.06
4 C -0.73 0.33 -0.72
5 N 0.06 1.32 -0.85
6 O 2.41 1.26 0.34
7 O 3.02 -1.28 0.20
8 P 3.67 0.30 -0.02
9 H -1.35 0.14 2.11
10 H -3.02 0.65 1.89
11 H -2.45 -1.06 1.20
12 H -0.71 -1.80 -0.64
13 H -0.42 -1.36 -2.20
14 H 0.85 -1.00 -0.93
15 H -2.60 -0.24 -0.62
16 H -2.43 1.39 -0.06
17 H -0.43 2.14 -0.47
18 H 2.97 -1.87 -0.56
19 H 1.70 1.36 -0.32
20 H 3.90 0.31 1.39

Here are the Löwdin charges for atoms 1 to 2, given in e:
1 C -0.06
2 C 0.00

The following is a DFT calculation (ωB97M-V with the def2-TZVPD basis set) of a 5-piece molecular cluster, C30H67N2O8 overall in a non-equilibrium geometry.

The value obtained for the HOMO-LUMO gap is 6.063 eV. As for the maximum force: 1.87 eV/Å. As for the net charge: -1. The calculation puts the electronic energy at -51555.4718 eV.

Element x y z (Å)
1 C 3.35 -4.56 3.45
2 C 4.55 -3.89 2.72
3 C 4.20 -2.59 1.95
4 N 3.10 -2.71 0.99
5 C 2.17 -1.57 1.03
6 C 1.01 -1.93 2.04
7 C -0.34 -1.23 1.69
8 C -1.49 -1.60 2.67
9 C -2.14 -2.99 2.40
10 O -2.30 -3.27 0.99
11 C -3.61 -3.52 0.66
12 C -4.18 -4.96 0.78
13 O -4.33 -2.64 0.30
14 C 3.55 -3.03 -0.37
15 C 4.21 -4.45 -0.49
16 N 3.31 -5.40 0.19
17 C 3.69 -6.79 -0.07
18 C 4.45 -1.92 -1.04
19 O 5.51 -2.32 -1.57
20 O 4.13 -0.71 -1.06
21 H 3.21 -4.05 4.43
22 H 3.60 -5.62 3.70
23 H 2.43 -4.57 2.84
24 H 5.30 -3.61 3.50
25 H 5.09 -4.62 2.07
26 H 5.14 -2.17 1.52
27 H 3.86 -1.85 2.72
28 H 1.71 -1.43 0.03
29 H 2.67 -0.61 1.28
30 H 0.91 -3.03 2.10
31 H 1.35 -1.57 3.04
32 H -0.63 -1.43 0.64
33 H -0.16 -0.13 1.77
34 H -1.21 -1.48 3.74
35 H -2.30 -0.85 2.49
36 H -3.15 -2.99 2.86
37 H -1.54 -3.80 2.88
38 H -5.08 -4.98 0.14
39 H -3.43 -5.71 0.49
40 H -4.50 -5.17 1.83
41 H 2.63 -3.10 -1.00
42 H 4.28 -4.72 -1.57
43 H 5.24 -4.47 -0.07
44 H 2.37 -5.21 -0.16
45 H 4.75 -6.95 0.23
46 H 3.47 -7.15 -1.10
47 H 3.10 -7.44 0.63
48 C 9.82 -1.74 3.50
49 C 8.61 -2.09 2.65
50 O 7.60 -1.11 2.67
51 C 7.96 0.18 2.19
52 C 8.43 0.19 0.75
53 H 9.52 -1.57 4.54
54 H 10.54 -2.56 3.48
55 H 10.32 -0.84 3.15
56 H 8.15 -3.00 3.04
57 H 8.90 -2.32 1.62
58 H 8.71 0.63 2.86
59 H 7.06 0.80 2.28
60 H 9.33 -0.42 0.61
61 H 8.65 1.20 0.43
62 H 7.66 -0.22 0.10
63 C -5.20 3.74 2.85
64 C -3.99 3.28 2.04
65 O -3.79 1.88 2.06
66 C -4.85 1.09 1.54
67 C -5.17 1.39 0.09
68 H -5.10 3.41 3.89
69 H -5.28 4.82 2.84
70 H -6.13 3.33 2.46
71 H -3.09 3.72 2.48
72 H -4.05 3.65 1.01
73 H -5.74 1.19 2.17
74 H -4.52 0.05 1.62
75 H -5.51 2.42 -0.06
76 H -5.96 0.73 -0.27
77 H -4.29 1.25 -0.54
78 C -5.96 4.57 -3.89
79 C -7.18 4.16 -3.08
80 O -7.17 4.64 -1.75
81 C -7.14 6.05 -1.59
82 C -8.32 6.77 -2.21
83 H -5.05 4.23 -3.40
84 H -6.01 4.14 -4.89
85 H -5.89 5.66 -4.00
86 H -7.21 3.07 -3.02
87 H -8.11 4.46 -3.59
88 H -6.19 6.45 -1.97
89 H -7.14 6.23 -0.51
90 H -8.37 6.62 -3.29
91 H -8.26 7.84 -2.02
92 H -9.26 6.39 -1.79
93 C -1.17 2.02 -5.66
94 C -1.99 3.25 -5.99
95 O -2.52 3.91 -4.85
96 C -1.57 4.39 -3.91
97 C -0.60 5.41 -4.49
98 H -1.77 1.30 -5.09
99 H -0.83 1.53 -6.57
100 H -0.29 2.26 -5.06
101 H -2.85 2.95 -6.59
102 H -1.42 3.95 -6.60
103 H -1.03 3.56 -3.45
104 H -2.15 4.87 -3.11
105 H 0.01 4.98 -5.29
106 H 0.07 5.77 -3.71
107 H -1.15 6.26 -4.91

Here are the Löwdin charges for atoms 1 to 2, given in e:
1 C -0.13
2 C -0.24

The following is a DFT calculation (ωB97M-V with the def2-TZVPD basis set) of an isolated ion of composition C7H13BN2O3P and charge +1 in a non-equilibrium geometry.

The value obtained for the HOMO-LUMO gap is 6.849 eV. As for the maximum force: 4.95 eV/Å. As for the net charge: +1. The calculation puts the electronic energy at -26545.6456 eV. Its structure (SMILES) is CCOB(O)[n+]1cccc(P(N)O)c1.

Element x y z (Å)
1 C -3.96 0.61 -1.36
2 C -2.56 0.65 -0.50
3 O -2.68 1.28 0.84
4 B -1.48 1.01 1.66
5 O -1.42 0.99 3.14
6 N -0.15 0.76 0.92
7 C 0.58 2.04 0.47
8 C 2.02 1.97 -0.37
9 C 2.63 0.48 -0.69
10 C 1.77 -0.83 -0.17
11 P 2.31 -2.67 -0.50
12 N 4.03 -2.53 -0.95
13 O 2.06 -3.58 0.96
14 C 0.37 -0.64 0.66
15 H -4.59 -0.36 -1.14
16 H -4.54 1.60 -1.15
17 H -3.71 0.59 -2.53
18 H -2.26 -0.48 -0.29
19 H -1.72 1.16 -1.17
20 H -2.29 0.73 3.56
21 H 0.10 3.10 0.73
22 H 2.49 3.00 -0.69
23 H 3.64 0.36 -1.28
24 H 4.53 -1.91 -0.27
25 H 4.03 -2.01 -1.88
26 H 1.05 -3.71 1.00
27 H -0.23 -1.60 1.01

Here are the Löwdin charges for atoms 1 to 2, given in e:
1 C -0.08
2 C -0.23

The following is a DFT calculation (ωB97M-V with the def2-TZVPD basis set) of a 4-piece molecular cluster, CH10N2O4 overall in a non-equilibrium geometry.

The value obtained for the HOMO-LUMO gap is 10.256 eV. As for the maximum force: 7.21 eV/Å. The calculation puts the electronic energy at -12369.4979 eV. Its structure (SMILES) is NC(N)=O.O.O.O. Its energy above the lowest of the compared OMol25 structures with the same formula, charge and spin is 36.6 kcal per mole.

Element x y z (Å)
1 C -16.97 -7.48 8.57
2 O -17.22 -8.70 8.52
3 N -16.81 -6.83 9.67
4 N -16.82 -6.78 7.53
5 H -17.08 -7.24 10.55
6 H -17.10 -5.87 9.50
7 H -17.10 -7.11 6.62
8 H -16.51 -5.83 7.65
9 O -16.84 -18.09 9.89
10 H -17.49 -18.60 9.41
11 H -16.90 -18.40 10.79
12 O -12.07 -14.90 13.75
13 H -12.36 -14.60 12.89
14 H -11.79 -15.80 13.61
15 O -14.84 -14.11 10.10
16 H -15.27 -14.83 9.65
17 H -15.34 -13.33 9.85

Here are the Löwdin charges for atoms 1 to 2, given in e:
1 C -0.82
2 O 0.01

The following is a DFT calculation (ωB97M-V with the def2-TZVPD basis set) of a 2-piece molecular cluster, CH7NS2 overall.

The value obtained for the HOMO-LUMO gap is 9.485 eV. As for the maximum force: 0.85 eV/Å. The calculation puts the electronic energy at -24310.6874 eV. Its structure (SMILES) is CN.SS. Its energy above the lowest of the compared OMol25 structures with the same formula, charge and spin is 12.2 kcal per mole.

Element x y z (Å)
1 S 0.82 -0.91 -1.64
2 S -0.05 0.87 -1.13
3 H 0.23 -1.76 -0.80
4 H 0.67 1.29 -0.11
5 C -0.02 0.13 2.91
6 N -1.39 0.14 2.42
7 H 0.75 0.34 2.15
8 H 0.18 -0.82 3.41
9 H 0.09 0.91 3.66
10 H -1.72 1.07 2.23
11 H -1.50 -0.43 1.59

Here are the Löwdin charges for atoms 1 to 2, given in e:
1 S 0.23
2 S 0.22

The following is a DFT calculation (ωB97M-V with the def2-TZVPD basis set) of a 2-piece molecular cluster, C35H47BrCl2NO9P overall.

The value obtained for the HOMO-LUMO gap is 8.318 eV. As for the maximum force: 0.74 eV/Å. The calculation puts the electronic energy at -161350.3510 eV. Its structure (SMILES) is [H]/N=C\Cc1c(Br)c2c(c(Cl)c1CCCO)C(=O)c1c(cc(P(O)Cl)c(COCCOCCOCC)c1[C@H](C)CCC)C2=O.CCOC(C)=O.

Element x y z (Å)
1 C -2.13 5.70 -0.50
2 C -1.20 4.52 -0.20
3 C -0.56 3.90 -1.45
4 C -0.52 2.36 -1.37
5 C -1.83 1.75 -1.87
6 C 0.77 1.82 -1.97
7 C 1.04 1.71 -3.35
8 C -0.02 2.05 -4.38
9 O -0.91 0.98 -4.70
10 C -0.55 -0.30 -4.21
11 C -1.51 -1.35 -4.78
12 O -1.88 -2.26 -3.76
13 C -1.15 -3.48 -3.75
14 C -0.93 -3.87 -2.29
15 O 0.05 -4.90 -2.29
16 C 0.33 -5.41 -1.00
17 C 1.68 -4.91 -0.46
18 C 2.30 1.29 -3.82
19 P 2.69 1.28 -5.63
20 O 4.33 1.24 -5.57
21 Cl 2.34 -0.69 -6.18
22 C 3.29 0.90 -2.92
23 C 3.02 0.94 -1.57
24 C 1.80 1.42 -1.10
25 C 1.70 1.47 0.39
26 O 1.26 2.41 1.01
27 C 2.27 0.25 1.08
28 C 1.62 -0.38 2.14
29 Cl 0.09 0.23 2.67
30 C 2.16 -1.53 2.73
31 C 1.42 -2.19 3.86
32 C 1.43 -1.39 5.17
33 C 0.71 -2.19 6.27
34 O 0.09 -1.27 7.17
35 C 3.37 -2.05 2.22
36 C 3.98 -3.31 2.79
37 C 5.05 -3.01 3.81
38 N 6.23 -3.44 3.80
39 C 4.02 -1.40 1.15
40 Br 5.62 -2.11 0.46
41 C 3.47 -0.26 0.58
42 C 4.05 0.47 -0.60
43 O 5.23 0.66 -0.76
44 H -3.13 5.32 -0.74
45 H -1.78 6.32 -1.32
46 H -2.26 6.32 0.39
47 H -1.79 3.77 0.33
48 H -0.42 4.82 0.50
49 H 0.46 4.28 -1.50
50 H -1.10 4.21 -2.34
51 H -0.49 2.13 -0.31
52 H -2.11 2.08 -2.86
53 H -2.63 2.08 -1.19
54 H -1.83 0.66 -1.80
55 H -0.63 2.86 -4.00
56 H 0.45 2.42 -5.29
57 H -0.65 -0.36 -3.12
58 H 0.46 -0.58 -4.50
59 H -2.39 -0.88 -5.21
60 H -1.00 -1.88 -5.60
61 H -1.75 -4.26 -4.23
62 H -0.17 -3.40 -4.22
63 H -1.86 -4.24 -1.85
64 H -0.57 -3.00 -1.74
65 H -0.47 -5.16 -0.28
66 H 0.36 -6.50 -1.07
67 H 1.57 -4.12 0.28
68 H 2.25 -5.73 -0.01
69 H 2.27 -4.54 -1.30
70 H 4.64 0.34 -5.39
71 H 4.26 0.58 -3.28
72 H 1.80 -3.18 4.09
73 H 0.38 -2.33 3.54
74 H 0.90 -0.45 5.08
75 H 2.45 -1.17 5.48
76 H 1.42 -2.83 6.79
77 H -0.07 -2.79 5.79
78 H -0.56 -1.74 7.68
79 H 3.20 -3.94 3.22
80 H 4.40 -3.88 1.96
81 H 4.74 -2.35 4.63
82 H 6.37 -4.03 2.97
83 O -3.97 2.66 0.20
84 C -4.62 2.58 1.21
85 O -5.95 2.73 1.12
86 C -6.83 2.48 2.23
87 C -6.97 3.69 3.13
88 C -3.96 2.39 2.55
89 H -6.53 1.59 2.77
90 H -7.79 2.26 1.77
91 H -6.01 3.96 3.59
92 H -7.69 3.50 3.92
93 H -7.30 4.56 2.55
94 H -3.65 3.37 2.92
95 H -3.08 1.77 2.41
96 H -4.59 1.92 3.30

Here are the Löwdin charges for atoms 1 to 2, given in e:
1 C -0.10
2 C -0.25

The following is a DFT calculation (ωB97M-V with the def2-TZVPD basis set) of an isolated ion of composition C5H7IN and charge +1 in a non-equilibrium geometry.

The value obtained for the HOMO-LUMO gap is 9.905 eV. As for the maximum force: 4.33 eV/Å. As for the net charge: +1. The calculation puts the electronic energy at -14878.0266 eV. Its structure (SMILES) is IC#C[NH2+]C1CC1. Its energy above the lowest of the compared OMol25 structures with the same formula, charge and spin is 66.4 kcal per mole.

Element x y z (Å)
1 C -1.80 -0.64 0.13
2 C -2.96 -0.21 -0.01
3 C 1.02 1.16 0.09
4 C 1.96 0.02 -0.18
5 C 0.50 -0.10 -0.56
6 N -0.42 -0.90 0.30
7 I -4.89 0.32 -0.03
8 H 0.73 1.41 1.20
9 H 1.26 1.91 -0.63
10 H 2.70 0.17 -0.91
11 H 2.40 -0.47 0.68
12 H 0.18 -0.01 -1.53
13 H -0.34 -1.95 0.13
14 H -0.33 -0.69 1.33

Here are the Löwdin charges for atoms 1 to 2, given in e:
1 C -0.14
2 C -0.66

Question: Which value of electronic energy does entry 7 give?
Answer: -161350.3510 eV

Question: Number 1 is which compound?
Answer: C6H12